Run 1
Here is a cluster of 40 separate species, H80O40 in total from OMol25. Energies are from ωB97M-V/def2-TZVPD.

Summary:
**LUMO energy**: -0.56 eV

```
! wB97M-V def2-TZVPD RIJCOSX def2/J DEFGRID3
* xyz 0 1
O 1.91921 3.84209 2.19968
H 2.48999 0.20617 3.89609
H -5.22328 -1.34741 0.09337
H -1.95942 3.55137 1.43789
H -3.28722 1.80323 3.19912
H -4.30206 1.44758 -3.00698
H -2.76848 4.23920 -2.89202
O 0.35965 -2.08801 1.00407
O 6.49400 -0.14431 0.93913
O 2.93308 -4.74798 2.64170
H -3.21535 -5.15329 2.63214
H -2.65938 -2.71161 1.44217
O -3.60042 2.13578 2.34360
O 0.08106 0.73935 0.71039
O 1.11869 -1.13781 4.13272
H 2.36935 -0.66110 -0.75634
H 3.32575 -4.52174 -2.30126
O 3.05051 2.27260 -0.17214
O 5.14118 0.58101 -1.21283
O -2.05847 -0.06102 5.42677
O 0.49709 5.63477 -0.28257
H 0.58428 -3.80685 -1.54894
O -0.40002 -1.38381 -1.45157
O -0.34535 2.12466 6.54300
H 6.39920 -0.44269 1.84661
H 2.89830 1.83091 -4.03748
H 2.24012 -4.92290 3.28642
O -2.55284 -1.40234 -5.04061
O 5.18536 1.86983 1.97986
O -2.27164 -5.00585 2.65412
O -1.06479 3.20290 1.35053
H -2.99433 -2.35058 -2.32717
H -0.49514 -1.80811 1.35530
H -1.27941 2.26586 1.31033
H 0.83048 1.15091 0.24834
H 2.42896 1.61944 4.54133
O -2.41356 -3.79610 -2.09155
H -2.57050 0.81641 -3.82274
O -1.08667 0.83585 3.01364
H 4.89550 -1.66768 -1.24565
O 1.93535 0.17199 -0.94090
O 0.99175 5.13929 -3.00783
O 2.76001 -3.79031 -2.03531
O -4.73360 4.49130 1.44111
H 1.27337 3.37704 1.64296
H -2.61911 -1.69108 -4.12533
O -1.61426 0.85460 -3.92237
H 1.16748 -1.00386 -5.46891
O 3.08389 1.74586 -3.07258
O -5.45389 -2.28265 0.09186
O -2.47551 3.95790 -2.02520
H 3.25421 -2.03312 2.43836
H 0.21509 -2.08360 0.02736
H 2.53634 2.47909 -2.77574
H -1.25867 -0.96724 -1.54849
H 5.75901 1.01893 -0.62215
H 0.62907 -0.02911 0.95072
H -3.00714 -2.06221 -5.55805
H -3.20659 0.84431 -2.03060
H 5.69309 1.25959 2.51406
O -2.55302 -0.23752 0.33220
H -3.71762 -2.90372 0.18373
H 0.23368 5.51424 0.63680
H -4.86397 -0.51396 1.86747
H 3.78429 -1.61468 0.89572
H 0.11011 3.17114 -1.03358
O 0.20656 -4.58374 -1.96717
O -3.81958 1.56926 -2.18818
H 0.91472 -1.34055 3.21592
H 0.95556 1.40830 -5.87441
H 0.30721 -0.75971 -1.65113
H -1.13629 1.74212 6.93841
O 0.38507 -4.88087 0.67426
O 1.68481 2.02171 -6.05422
H -4.19268 -1.47424 -1.75977
H -1.48699 -3.90014 -2.37945
H 1.61959 4.50650 -2.64485
H -2.31252 -0.45932 4.59355
H -0.74759 1.72863 3.12928
H 0.74323 -4.12441 1.15821
H -5.32598 -2.45939 1.03746
O 2.84598 1.10005 3.85877
H 4.68653 2.40264 2.60538
H -3.74132 1.25567 1.98648
H 2.91885 -5.56661 2.13916
H 1.31566 2.89366 -6.22264
H 5.14790 -1.45418 -2.65340
O -3.31110 -1.40346 -2.13945
H 5.06672 1.12811 -2.00516
H -1.18796 -0.40931 5.62306
H 0.34672 -1.28197 4.67647
H 3.84026 1.96991 0.29844
O 3.15640 -2.01062 1.49108
H -0.26465 -0.94388 -5.04444
H -2.44118 2.99148 -1.99823
H 1.98233 0.48365 -1.86179
O -0.15790 2.34461 -1.43703
O -3.24666 -3.28461 0.95000
H 5.64603 0.22232 0.69304
H -0.57187 -4.85464 0.75656
H 2.62146 1.37877 -0.22637
H -4.30831 3.62157 1.34489
H -0.79058 2.74752 5.95336
H 1.41840 5.89618 -0.28079
H -0.66850 0.54094 2.18727
H -1.90741 -4.71788 3.48941
O 5.14903 -2.17777 -2.02163
O -5.42027 -0.86350 2.56335
H -0.08370 -5.15219 -1.24305
H -5.33121 -0.44544 3.41979
H -5.17454 4.52234 0.58344
H 2.58253 3.87944 1.49107
H -0.12970 2.51715 -2.38670
H -2.84218 -0.66698 -0.48969
H -1.94314 0.48969 0.16486
H -2.38995 -3.85970 -1.13601
H -1.55423 0.32429 -4.72487
O 0.41497 -0.41232 -5.47627
H 0.37852 5.22432 -2.25801
H 3.53613 -3.24441 -1.79208
*
```

Run 2
Here is a cluster of 40 separate species, H80O40 in total from OMol25. Energies are from ωB97M-V/def2-TZVPD.

Summary:
**LUMO energy**: -0.41 eV

```
! wB97M-V def2-TZVPD RIJCOSX def2/J DEFGRID3
* xyz 0 1
O -4.57997 -0.29800 -0.62271
H -0.42244 -4.67615 0.41908
H -0.57708 -0.15398 0.73859
O -0.67857 0.65952 -1.91696
O -0.20953 -1.78026 5.73527
O 3.98174 4.39155 -0.25663
H 4.00752 3.50985 -0.66314
H -2.96245 0.65731 -3.11432
H -5.08664 -0.46241 0.16733
H -5.00473 3.47131 -0.03013
H 3.85903 -3.20188 -2.07920
H 2.40256 4.63210 -3.18692
H 5.07181 -1.33242 0.80187
H -2.06726 3.66711 0.78348
H -1.37438 1.00923 -6.58753
O -1.52557 -4.76527 2.18221
H 0.01836 4.81879 -2.93845
H -3.81801 -2.05476 0.80867
H -0.14233 -2.16272 4.86377
H 1.38579 -0.21647 5.42278
H 1.44569 5.08193 -1.03896
H -2.22238 -0.63538 1.78293
O 0.26188 -2.87718 -3.92397
H -0.50333 0.29339 -2.77365
H 1.73106 1.93569 -4.65835
H 0.02202 0.97738 -1.35473
O 4.08154 -0.72430 -2.73993
O 0.61072 -4.33777 4.44490
H 1.44720 -4.81621 4.31415
O 3.90526 -4.13221 -1.80873
H -0.82752 0.30949 2.97114
O -2.73693 3.80068 2.94761
H 2.05860 -1.40724 0.74150
H 1.32481 -1.33014 -3.07555
O -0.75072 -1.66234 -6.03001
H 3.68731 -0.69965 -1.86572
H 2.92603 0.63332 2.98176
H 0.15293 1.16205 0.57111
O 2.20197 -0.47275 5.93483
H 3.86982 0.14292 -3.08006
H -3.29203 3.79318 3.72270
H -0.94340 -1.14724 -5.23730
H 6.59599 -1.13609 0.53749
H 1.36600 4.64638 0.31186
H 2.10264 -3.17486 2.71666
O 2.34440 -1.20532 -0.16072
H 1.40368 -1.17404 -1.44984
O 0.88357 -0.99253 -2.24737
H -0.25109 -3.40556 -4.53981
O -0.20034 -0.67027 1.46408
H -1.00885 -4.93624 2.96764
H -3.01895 -0.75795 -2.73080
H -1.91198 -3.12034 -2.04287
O -0.02795 3.79710 3.66309
H 3.13487 -4.44987 -1.36121
H -2.66238 -0.37883 0.46091
O 5.96057 -1.45972 1.16883
H -0.75642 3.86884 4.28568
H 0.62204 -0.37145 1.86805
H 0.16868 -5.33909 -1.85211
O 1.25556 -2.73459 2.73456
H 2.23845 0.26812 6.55801
H 0.29501 -6.65870 -1.85299
H -0.32619 -0.12775 -6.70689
H 3.68915 1.09598 0.32756
O -0.19232 -3.80651 -0.06006
H -0.62756 -2.96706 -0.08709
H -2.68482 4.32834 -2.69613
H -0.21870 1.69518 3.05638
H 0.58688 -1.65060 6.26713
H -2.77268 0.87948 -0.50580
H -4.55903 2.18636 -1.04124
H 0.13960 4.47887 3.00971
H 2.66207 2.42451 -3.26468
H 0.20097 -3.15118 -2.99840
H -0.24626 3.21865 -3.44116
O -0.19123 0.82648 3.44929
H -2.53965 2.32408 4.77220
O 2.63462 1.52536 2.54410
O 2.78295 4.82969 -2.30002
H 3.97218 -1.21700 4.51455
O -4.41989 2.79991 -0.34036
H -2.06705 -1.16955 3.14120
O -0.43363 0.84789 -6.44615
O -5.19527 -2.15087 -2.61793
H -5.13822 -0.40022 -1.40327
H -3.80870 -2.70220 -0.54837
O 1.87016 2.24412 -3.77243
H 5.45801 -1.47211 3.80828
O -3.20118 -2.37205 0.14725
H 3.01446 2.27431 3.00892
O -1.55031 2.87424 0.99562
H -2.22036 -1.81749 -1.60188
O 4.00396 1.55197 -0.44787
O -3.52732 3.98765 -3.07195
H 0.55547 -4.32702 5.40636
H -2.17167 1.40062 5.83194
O -2.65598 -0.58854 2.65881
H 1.97942 -0.28094 -0.13833
H -5.14688 -1.97297 -3.56258
O 0.97880 1.58250 0.35241
O -3.26013 -0.18838 -3.49851
H -4.39128 -2.28204 -2.14467
H 0.17736 -1.89834 -5.75696
O -2.10731 2.36383 5.64658
O 4.55111 -1.71668 3.93628
H -2.51295 2.86629 2.89702
H 0.88257 2.53964 0.41243
O -0.31498 -6.04983 -2.27823
H 4.44224 4.24217 0.56756
H -1.89095 2.24742 0.31750
O -0.57124 4.06293 -2.94583
H -2.34020 -4.28782 2.14050
H 3.24178 1.54806 -1.02450
O -2.21100 0.43478 0.13058
H -3.40143 3.04102 -3.14715
O -2.22585 -2.32033 -2.46114
O 0.71140 4.77060 -0.43749
H 0.68927 -3.12433 2.05871
H 2.28837 5.69141 -2.23958
*
```

Run 3
Here is a cluster of 40 separate species, H80O40 in total from OMol25. Energies are from ωB97M-V/def2-TZVPD.

Summary:
**LUMO energy**: -0.37 eV

```
! wB97M-V def2-TZVPD RIJCOSX def2/J DEFGRID3
* xyz 0 1
O -1.62873 -0.71355 0.00189
O -0.83616 1.49818 1.20939
H -2.38380 2.23548 -4.50465
H 0.54005 2.59579 -0.66462
H 3.36419 -4.28173 2.37456
H 0.65768 4.46654 -1.54764
O -1.47948 -5.49913 -0.38797
H 3.87793 0.34368 -1.01731
H -4.58712 -1.17640 -3.86363
H 0.76383 1.73358 2.82349
O -2.15192 -0.48830 2.79316
O -1.61987 2.99116 3.26664
H 2.60787 3.92022 3.88076
H 0.34244 -4.19412 3.19835
H 3.25220 2.12573 0.77130
H 0.45115 -1.05280 -2.33625
O 0.75173 -0.81603 -1.29835
H 2.05571 -2.30306 5.25064
O -0.71925 -0.24097 -3.90531
H -2.25662 2.75020 -2.69201
H 2.48827 -3.26379 -2.98948
H -1.14615 0.44264 -4.41830
H -1.78637 1.62023 1.54683
H -3.24686 1.76631 0.58413
H -2.96707 3.20323 0.62512
O -3.24472 -4.74845 2.21949
H 4.13252 4.54927 -2.68116
O 3.46472 -0.41175 3.63112
H 1.69246 -0.96914 -1.43801
H -0.94603 2.78853 -5.75277
H -2.97646 -0.20588 3.14094
H -1.22140 -2.67441 5.22385
O 1.15131 -2.03838 5.44660
H 4.11264 4.70173 -1.18624
H 3.74668 0.19208 2.88902
H 4.04974 3.91772 4.15715
H 0.60733 4.30864 0.80046
H -3.97275 -1.98085 -2.64544
O 0.66370 5.41943 -1.57831
H 1.48498 2.05603 -1.77534
H -0.24684 -1.14879 1.54571
H 0.95180 5.87800 -2.33202
H 2.90355 0.15624 4.19334
O -1.68604 -2.72000 4.35090
H -1.65475 -1.29902 -0.73952
H 0.93134 -3.26348 0.91273
H -3.61289 -2.77668 -0.49200
H -1.51917 1.99202 3.55445
O -3.76291 -1.53081 -3.50185
H 6.32822 1.89264 -2.35702
H -3.87042 -5.45270 1.93448
O 0.95242 3.35086 0.86226
O 3.47806 -1.35037 -4.67112
H 1.06105 -1.35135 4.80221
H 2.89040 -0.90994 -0.81706
O 0.41657 -0.65150 2.14240
O 2.94125 -2.83983 1.02082
O 0.79416 2.66351 -1.60263
O -3.69965 -1.43081 0.58777
H 5.64826 -2.39461 -0.72451
H 2.77189 -1.94835 1.33887
O 5.84950 1.35915 -1.74798
O -3.09702 2.47555 1.24048
H -3.10926 5.58787 1.30847
O 5.12473 -1.83366 -1.35065
H 5.69444 -1.01426 -1.08661
H 0.12691 -0.47207 -4.31743
H -1.39051 3.34800 4.12824
O -6.57830 -2.42285 -0.62509
H 2.09261 1.08744 1.21605
O -2.37602 4.96991 1.28005
H 0.13022 -2.71051 1.95816
O -3.74914 -3.17535 -1.42526
H 2.72844 -0.89512 -4.25748
H -2.32136 0.54245 -1.11407
O 0.85211 -3.45042 3.48986
H 0.08790 2.61537 -4.74465
O 3.48323 -0.26293 -0.35414
O 4.35837 4.07585 -1.85640
H -3.24342 -1.63141 1.40651
H 3.84472 -4.26885 3.74698
O -0.22341 3.27056 -5.39325
H -6.21183 -2.30688 -1.50450
O 4.02457 -4.76412 2.96159
H -2.19303 -3.43193 4.77223
H 5.59145 1.84220 -0.97930
O 2.99226 1.38251 1.32778
H -6.15647 0.14561 -1.68810
H 1.91315 1.32526 3.69536
O -6.05804 1.07464 -1.39705
O -1.60488 3.26045 -3.14719
H 4.18391 -0.87061 -4.13856
O -2.86208 1.36819 -4.47808
H -0.89963 -6.28355 -0.21676
H -3.58014 1.43219 -5.12782
H -0.93624 -4.84967 0.15667
O 1.38491 2.06375 3.45081
O -3.12676 0.79030 -1.54645
H 1.49180 1.72522 -3.86758
H -2.99119 -3.75585 -1.60476
H -1.05250 3.63981 -2.45952
H 3.62131 -2.47428 0.40782
H 1.11832 -3.87883 -2.61993
H -0.43207 0.82419 1.79030
O -0.04982 -3.25401 1.16181
H -3.33410 -0.56502 0.47926
H -2.31279 4.75653 2.23963
H -3.28486 0.63925 -2.45261
O 1.69898 -3.17180 -2.38579
O 1.98714 0.90471 -3.82120
H 0.29835 -3.29088 4.27586
H -0.96800 0.09489 0.03063
H 0.98550 -0.20329 1.53511
H -5.94508 -2.15317 0.01268
H -1.73771 -0.98039 3.49230
H 0.36070 2.75928 1.31580
H -2.84971 -4.70744 1.30255
H 1.58923 0.68952 -2.96103
H -5.51592 1.42385 -2.11197
O 3.47187 4.17192 3.43781
*
```

Run 4
Here is a cluster of 40 separate species, H80O40 in total from OMol25. Energies are from ωB97M-V/def2-TZVPD.

Summary:
**LUMO energy**: -0.62 eV

```
! wB97M-V def2-TZVPD RIJCOSX def2/J DEFGRID3
* xyz 0 1
H 4.82897 2.00926 -0.37043
O -4.52022 -3.21312 2.28481
H -0.51542 -1.59874 -3.89803
H 0.36901 3.47691 5.60250
H -3.78614 -2.83184 -3.83280
H -5.84737 1.69256 -2.51890
H -0.09650 -4.66333 3.30974
H 2.85664 3.19337 -4.43119
H -0.71236 -0.48721 1.76624
O 2.80979 -1.45823 -0.14369
O 0.72844 4.29972 0.92239
H 2.07635 2.08324 -3.84786
H -1.33709 -3.15601 -2.53909
O -4.25482 0.18345 4.53064
H -1.25352 -0.29924 -5.99325
O -1.19398 1.41139 -3.05909
O -2.55252 -4.73576 1.49254
H 1.16089 4.50810 1.78406
O -3.34487 1.38072 -4.21084
O -3.55674 -3.07492 -0.52076
H -3.54148 2.05409 3.29368
O -0.62231 -1.47768 1.53460
H 1.70124 4.75662 -1.71265
H 0.46475 -2.45128 -1.99686
H 3.23810 -3.85037 -1.66851
H 1.45944 -4.04727 -0.30053
O 0.47087 -5.53401 3.21996
H 3.13559 0.60636 4.59786
H 0.83094 -1.07678 -1.30815
H 4.59292 -4.05521 -0.97461
H 1.13031 4.40067 -3.00779
O -0.03944 2.51302 5.56887
O 5.03335 2.77286 -0.98145
H 4.89304 -0.72282 -3.61368
O 1.67834 -3.60542 -1.22916
H 3.23857 4.57197 3.47341
H 0.96008 2.12345 5.36163
H 0.41775 0.36265 4.48699
H 4.84572 1.54865 2.80336
H 1.14733 3.60088 0.46633
O -5.52620 0.89390 -1.90311
H -4.69200 0.67570 2.79184
H -3.34098 -2.18672 -0.10510
H -2.84503 0.03630 1.81867
H 1.31494 -4.14040 -1.94752
H -1.27082 1.23363 -5.94928
O 4.04104 -3.39642 -1.37789
H -3.54896 -0.71187 4.76007
H -0.33032 1.30120 -2.71032
O 3.16518 3.86072 4.12789
O 4.31516 2.10458 -3.43142
H -1.81872 -2.12864 -4.42180
H -2.76414 -2.39960 3.53382
H 1.47242 0.59139 1.48847
H -2.76944 -4.33040 0.70305
O 4.00843 0.70485 5.02138
O -3.82939 2.40422 2.36888
O 1.91990 1.84894 -1.03262
O 0.56696 -0.01790 3.64261
H -4.43712 0.38477 5.49739
O -1.55046 -3.31997 -1.68759
H -1.57671 1.44432 -2.21382
O 0.57004 -0.56019 -4.42484
H 0.09826 -5.81987 2.29906
H 5.66006 -1.30506 -2.18492
H 2.30599 -2.05990 -0.61635
O -5.49327 0.47066 2.23246
H 3.29321 -1.19113 -0.89126
H -3.22945 -4.85214 1.90000
O 3.27156 -3.70952 1.44207
H -1.74104 -0.15779 -0.55803
H 3.44073 -3.39196 2.31637
H 4.41001 2.71083 -2.69414
H 0.41114 3.73716 3.90834
H -0.88332 -1.68644 0.57065
H -3.84674 -2.25586 -5.18553
H 2.36912 1.21153 -1.43842
H -0.44277 5.19154 -2.61640
H 1.87818 2.68109 -1.47538
H 3.46861 1.19313 2.44571
H -1.58558 -4.25429 -1.48120
H -1.76887 -1.43850 2.76641
O 0.06396 4.59153 3.79771
O -1.45837 0.55231 -6.48361
H 1.01544 -1.03540 3.69368
H -5.39735 0.26563 1.42476
O -3.11264 0.11949 0.93396
H -4.61620 1.20857 -1.83712
O 1.92941 2.66104 -4.57271
H 5.14198 1.93059 -3.66129
H -3.16810 2.96520 2.18878
H 3.84397 3.35885 3.61270
H 0.64336 0.22253 -3.75764
H 3.28706 -2.87051 0.80928
O -2.48414 -1.53697 3.47390
O -3.91401 -2.12567 -4.37254
O 4.22134 1.51092 1.96679
H 1.69406 -2.97556 4.40184
H 4.31958 -0.23387 5.15576
H -5.24679 -2.66388 2.85916
O -0.18214 6.14809 -2.72349
O 2.11474 -2.39266 3.84387
O -1.35876 -0.90241 -0.90043
H -2.49298 1.64090 -3.74319
H -2.87429 -2.78459 -1.16936
H -3.78292 0.77508 0.82024
H -3.89133 1.15587 -3.54676
O 1.61372 4.06074 -2.40813
H -0.88018 4.39093 3.57817
O 5.10612 -0.60541 -2.69393
H -0.44905 6.53105 -1.87298
H -4.42089 -2.78297 1.42458
H 1.08638 1.26869 0.33154
O -1.09348 -2.37065 -3.95236
H 5.29312 3.45564 -0.39680
H -1.96328 -1.62048 -0.75787
H 1.65925 -2.81740 3.16835
H 1.25570 -1.03328 -3.65154
O 0.84766 -1.55176 -2.06834
O 1.16863 1.32275 1.23313
*
```

Most stable = run 1